A.
Computed, not measured: a 2-piece molecular cluster, C2H4N2S overall, with wB97M-V/def2-TZVPD.

```
9
Properties=species:S:1:pos:R:3
C -2.3630 -1.7076 0.4305
C 0.8588 0.0652 0.0589
N -2.5444 -2.7780 0.7761
N -1.7974 0.1804 0.0755
S -0.6104 0.6624 0.9786
H 0.7806 -1.0907 0.1357
H 1.8250 0.6047 0.4149
H 0.5533 0.2272 -1.0404
H -2.6405 0.3336 0.5849
```

Calculated values
Charge: 0
Gap between HOMO and LUMO (alpha / beta), Eh: 0.3085 / 0.3085

Charges obtained by Löwdin population analysis, quoted in units of e: atom 1 (C): -0.216, atom 2 (C): -0.364, atom 3 (N): -0.001, atom 4 (N): -0.401, atom 5 (S): 0.805, atom 6 (H): 0.062, atom 7 (H): 0.073, atom 8 (H): 0.056, atom 9 (H): -0.014


B.
Computed, not measured: one molecule with the formula C2H4N2S, with wB97M-V/def2-TZVPD.

```
9
Properties=species:S:1:pos:R:3
H -1.4741 -1.6418 0.0506
N -1.5302 -0.6094 0.0294
C -0.3374 -0.1008 -0.0175
N -0.3231 1.2655 -0.0504
C 1.0023 -0.7060 -0.0483
S 2.4164 0.0294 0.0067
H -1.1776 1.8127 -0.0513
H 0.4900 1.7743 0.1876
H 0.9338 -1.8237 -0.1068
```

Calculated values
SMILES: [H]/N=C(/N)C=S
Charge: 0
Gap between HOMO and LUMO, Eh: 0.2990

Charges obtained by Löwdin population analysis, quoted in units of e: atom 1 (H): 0.045, atom 2 (N): 0.113, atom 3 (C): -0.586, atom 4 (N): 0.076, atom 5 (C): -0.616, atom 6 (S): 0.762, atom 7 (H): 0.107, atom 8 (H): 0.030, atom 9 (H): 0.068


Verdict on stability: A comes out at the bottom.


A.
Computed, not measured: a 2-piece molecular cluster, H5N2P overall, with wB97M-V/def2-TZVPD.

```
8
Properties=species:S:1:pos:R:3
N -1.3500 0.4493 -0.3137
N -0.1871 0.4455 0.4903
P 1.3482 0.2656 -0.1568
H -1.5146 -0.4821 -0.7023
H -1.1981 1.0746 -1.1034
H -0.4084 0.0934 1.4143
H 1.3681 -1.9052 -0.7297
H 1.9419 0.0590 1.1013
```

Calculated values
Charge: 0
Gap between HOMO and LUMO, Eh: 0.3116

Charges obtained by Löwdin population analysis, quoted in units of e: atom 1 (N): -0.072, atom 2 (N): -0.536, atom 3 (P): 0.685, atom 4 (H): 0.057, atom 5 (H): 0.056, atom 6 (H): 0.066, atom 7 (H): -0.090, atom 8 (H): -0.166


B.
Computed, not measured: a 2-piece molecular cluster, H5N2P overall, with wB97M-V/def2-TZVPD.

```
8
Properties=species:S:1:pos:R:3
N -1.2289 -0.0422 0.3375
N 1.3130 -0.2597 0.4153
P 0.1738 0.9512 0.2545
H -2.2200 0.2317 0.3352
H -1.3422 -0.7417 -0.4119
H 1.2699 -1.3017 0.1686
H 2.2250 -0.0512 0.5312
H -0.1906 1.2137 -1.6304
```

Calculated values
Charge: 0
Gap between HOMO and LUMO, Eh: 0.3374

Charges obtained by Löwdin population analysis, quoted in units of e: atom 1 (N): -0.346, atom 2 (N): -0.290, atom 3 (P): 0.625, atom 4 (H): 0.029, atom 5 (H): 0.018, atom 6 (H): 0.090, atom 7 (H): -0.045, atom 8 (H): -0.082


Verdict on stability: A comes out at the bottom.


A.
Computed, not measured: a 2-piece molecular cluster, H5N2P overall, with wB97M-V/def2-TZVPD.

```
8
Properties=species:S:1:pos:R:3
H 0.7378 1.3666 -0.6923
N -0.1451 0.9215 -0.5401
P -0.0707 -0.6055 -0.1460
N -1.6501 -0.9858 0.0871
H -1.6601 -2.0222 0.1454
H -2.4090 -0.6207 -0.4107
H 2.3480 0.7337 0.6139
H 2.8493 1.2123 0.9428
```

Calculated values
SMILES: [H]/N=P/N.[H][H]
Charge: 0
Gap between HOMO and LUMO, Eh: 0.3671

Charges obtained by Löwdin population analysis, quoted in units of e: atom 1 (H): -0.107, atom 2 (N): -0.328, atom 3 (P): 0.647, atom 4 (N): -0.259, atom 5 (H): 0.019, atom 6 (H): 0.014, atom 7 (H): -0.027, atom 8 (H): 0.041


B.
Computed, not measured: one molecule with the formula H5N2P, with wB97M-V/def2-TZVPD.

```
8
Properties=species:S:1:pos:R:3
N -1.2355 0.2221 -0.1067
N -0.2970 -0.7534 0.3157
P 1.4208 -0.1952 0.2441
H -0.7502 0.5995 -0.9047
H -1.5074 0.9308 0.5903
H -0.4596 -1.0921 1.1684
H 1.1882 0.9711 -0.3165
H 1.6407 -0.6828 -0.9905
```

Calculated values
SMILES: NNP
Charge: 0
Gap between HOMO and LUMO, Eh: 0.3391

Charges obtained by Löwdin population analysis, quoted in units of e: atom 1 (N): -0.103, atom 2 (N): -0.398, atom 3 (P): 0.769, atom 4 (H): 0.030, atom 5 (H): 0.072, atom 6 (H): -0.031, atom 7 (H): -0.182, atom 8 (H): -0.158


Verdict on stability: B comes out at the bottom.


A.
Computed, not measured: a 2-piece molecular cluster, C2H6N2O2S overall, with wB97M-V/def2-TZVPD.

```
13
Properties=species:S:1:pos:R:3
C 0.4083 1.1358 -0.4379
C -1.5673 0.3493 0.8014
N -0.2505 -1.1417 -0.5116
N -0.2728 0.1041 -0.0087
O 0.2414 2.3425 -0.2434
O 2.4786 -1.4482 -0.3441
S 3.0652 -0.1597 -0.0022
H 1.2954 0.6981 -0.9206
H -2.4413 0.1990 0.1310
H -1.6165 -0.3320 1.5994
H -1.7237 1.3089 1.3603
H 0.0092 -1.2204 -1.4596
H 0.3740 -1.8357 0.0360
```

Calculated values
⟨S²⟩: 2.008
2S+1: 3
Charge: 0
Gap between HOMO and LUMO (alpha / beta), Eh: 0.3612 / 0.2849

Charges obtained by Löwdin population analysis, quoted in units of e: atom 1 (C): -0.434, atom 2 (C): 0.004, atom 3 (N): 0.037, atom 4 (N): -0.217, atom 5 (O): 0.005, atom 6 (O): -0.664, atom 7 (S): 0.821, atom 8 (H): 0.018, atom 9 (H): 0.091, atom 10 (H): 0.047, atom 11 (H): 0.094, atom 12 (H): 0.076, atom 13 (H): 0.121


B.
Computed, not measured: a 2-piece molecular cluster, C2H6N2O2S overall, with wB97M-V/def2-TZVPD.

```
13
Properties=species:S:1:pos:R:3
C -1.1912 0.9339 -0.3333
C -0.2858 1.2764 0.6632
N -1.9619 0.5766 -1.1109
N 0.5431 0.1675 1.2174
O -0.9864 -1.4194 -2.8250
O 0.9577 -1.5048 -1.2062
S 0.4806 -0.8912 -2.6172
H -1.0085 1.6306 1.3901
H 0.3656 2.0976 0.3291
H -1.7510 -1.0876 -2.3299
H 1.0667 -2.4763 -1.2982
H -0.0773 -0.5511 1.4360
H 0.8931 -0.3956 0.3795
```

Calculated values
⟨S²⟩: 2.004
2S+1: 3
Charge: 0
Gap between HOMO and LUMO (alpha / beta), Eh: 0.1949 / 0.3209

Charges obtained by Löwdin population analysis, quoted in units of e: atom 1 (C): -0.248, atom 2 (C): -0.258, atom 3 (N): 0.163, atom 4 (N): 0.024, atom 5 (O): -0.431, atom 6 (O): -0.471, atom 7 (S): 0.824, atom 8 (H): 0.125, atom 9 (H): 0.134, atom 10 (H): 0.025, atom 11 (H): 0.037, atom 12 (H): 0.031, atom 13 (H): 0.045


Verdict on stability: B comes out at the bottom.